{
  "formula": "C29H63N5O28",
  "method": "ωB97M-V with the def2-TZVPD basis set",
  "species": ["C", "C", "O", "C", "O", "O", "C", "H", "H", "H", "H", "H", "H", "H", "H", "C", "C", "O", "C", "O", "O", "C", "H", "H", "H", "H", "H", "H", "H", "H", "C", "C", "O", "C", "O", "O", "C", "H", "H", "H", "H", "H", "H", "H", "H", "C", "C", "O", "C", "O", "O", "C", "H", "H", "H", "H", "H", "H", "H", "H", "C", "C", "O", "C", "O", "O", "C", "H", "H", "H", "H", "H", "H", "H", "H", "C", "C", "O", "C", "O", "O", "C", "H", "H", "H", "H", "H", "H", "H", "H", "C", "N", "O", "O", "H", "H", "H", "C", "N", "O", "O", "H", "H", "H", "C", "N", "O", "O", "H", "H", "H", "C", "N", "O", "O", "H", "H", "H", "C", "N", "O", "O", "H", "H", "H"],
  "coordinates": [[-12.185, 3.170, 16.133], [-10.988, 3.422, 17.020], [-10.416, 2.143, 17.469], [-9.424, 2.113, 18.348], [-8.977, 1.121, 18.783], [-9.003, 3.399, 18.621], [-8.051, 3.495, 19.634], [-12.970, 2.818, 16.791], [-11.852, 2.461, 15.410], [-12.443, 4.118, 15.761], [-11.298, 4.048, 17.928], [-10.230, 3.944, 16.499], [-8.580, 3.961, 20.416], [-7.164, 4.051, 19.233], [-7.741, 2.480, 19.981], [-12.615, 2.205, 24.692], [-14.096, 2.029, 24.870], [-14.791, 2.730, 23.857], [-14.780, 2.088, 22.668], [-14.102, 1.096, 22.397], [-15.666, 2.690, 21.894], [-15.821, 2.201, 20.571], [-12.230, 1.978, 25.717], [-12.459, 3.301, 24.546], [-12.043, 1.551, 23.931], [-14.373, 2.517, 25.802], [-14.381, 0.965, 24.857], [-14.999, 2.252, 19.909], [-16.534, 2.873, 20.141], [-16.247, 1.222, 20.522], [-4.310, 2.413, 20.342], [-4.123, 1.602, 21.643], [-5.460, 1.427, 22.178], [-5.673, 0.930, 23.390], [-6.790, 0.858, 23.866], [-4.506, 0.627, 24.032], [-4.616, -0.175, 25.238], [-5.015, 1.804, 19.758], [-3.382, 2.683, 19.796], [-4.778, 3.365, 20.587], [-3.583, 2.208, 22.363], [-3.602, 0.678, 21.451], [-3.612, -0.095, 25.669], [-4.737, -1.212, 24.912], [-5.347, 0.119, 25.932], [-12.256, 5.623, 22.489], [-11.830, 5.453, 21.065], [-11.196, 4.201, 20.745], [-12.046, 3.322, 20.242], [-13.168, 3.501, 19.888], [-11.351, 2.165, 20.217], [-12.162, 1.016, 19.860], [-11.615, 5.039, 23.128], [-13.238, 5.236, 22.750], [-12.236, 6.715, 22.664], [-11.115, 6.267, 20.804], [-12.680, 5.634, 20.352], [-13.176, 1.271, 19.955], [-12.016, 0.201, 20.562], [-11.936, 0.673, 18.877], [-8.923, 9.338, 18.476], [-8.748, 7.949, 19.054], [-8.292, 6.936, 18.046], [-9.006, 6.697, 16.932], [-10.051, 7.182, 16.713], [-8.471, 5.750, 16.092], [-7.066, 5.406, 16.252], [-7.966, 9.669, 17.942], [-9.126, 10.118, 19.243], [-9.754, 9.380, 17.735], [-9.732, 7.594, 19.338], [-8.047, 7.719, 19.818], [-6.895, 4.733, 15.493], [-6.838, 4.926, 17.143], [-6.377, 6.240, 16.156], [-3.778, 6.349, 19.331], [-5.046, 6.636, 20.109], [-5.471, 5.489, 20.859], [-6.480, 5.713, 21.658], [-7.206, 6.687, 21.599], [-6.660, 4.647, 22.402], [-7.605, 4.736, 23.410], [-3.468, 7.268, 18.897], [-3.905, 5.503, 18.571], [-2.964, 6.001, 19.961], [-5.852, 6.933, 19.497], [-4.813, 7.423, 20.836], [-7.508, 3.879, 24.074], [-8.630, 4.782, 23.145], [-7.340, 5.606, 24.044], [-5.039, 8.367, 26.260], [-5.852, 7.527, 25.332], [-7.019, 7.292, 25.629], [-5.338, 7.082, 24.353], [-4.045, 7.899, 26.304], [-5.578, 8.503, 27.173], [-5.027, 9.314, 25.691], [-9.403, 1.122, 22.350], [-9.547, 0.332, 23.579], [-9.605, -0.860, 23.520], [-9.766, 0.988, 24.541], [-8.400, 1.452, 22.372], [-10.225, 1.942, 22.363], [-9.502, 0.356, 21.571], [-3.868, 3.420, 26.980], [-3.369, 4.806, 27.057], [-3.357, 5.330, 28.114], [-2.866, 5.234, 25.972], [-4.126, 3.202, 25.935], [-4.681, 3.345, 27.640], [-2.991, 2.840, 27.319], [-8.956, -0.690, 27.204], [-7.586, -0.627, 27.791], [-7.140, 0.479, 28.026], [-7.013, -1.647, 27.857], [-8.877, -0.241, 26.207], [-9.590, -0.132, 27.789], [-9.295, -1.722, 27.137], [-7.319, 9.827, 21.931], [-6.028, 10.150, 22.575], [-5.056, 10.130, 21.831], [-6.019, 10.359, 23.772], [-7.442, 8.740, 21.972], [-7.246, 10.013, 20.857], [-8.103, 10.312, 22.442]],
  "forces_ev_per_a": [[1.1305, -0.7011, 2.0687], [-0.5461, 0.3202, 2.0198], [-0.8299, 0.2510, -0.5064], [-0.6814, 3.0227, -1.0598], [0.8647, -1.7672, 0.8465], [-0.7587, -1.5282, -1.1811], [1.7014, -0.9152, -0.1126], [-0.4290, -0.3967, -0.3235], [-0.3917, -0.4717, -0.8796], [-0.5203, 1.0693, -0.9429], [0.5788, -0.9087, -1.2154], [0.8565, 0.6058, -0.4819], [0.0086, 0.9949, 1.2997], [-0.7834, -0.3117, 0.6638], [-0.0408, 0.8077, -0.3244], [1.4442, -0.2023, 0.7411], [0.6198, -0.6154, -0.1482], [-0.6832, -0.4050, -1.2752], [0.7097, -1.2138, 0.3332], [-1.2586, 1.7724, 0.2361], [0.5606, -0.0183, -0.1352], [-1.2119, 0.3217, -0.3435], [0.3485, 0.0847, -0.8936], [0.2676, -0.8624, -0.1459], [-1.3881, 1.2324, 1.2034], [-0.2648, -0.1469, -0.0417], [-0.0499, 0.4009, 0.1528], [1.3458, 0.1048, 0.0795], [-0.6137, 0.3964, -0.1908], [-0.1772, -0.7885, 0.4208], [-0.3349, -0.3569, 0.4739], [0.1220, 1.6664, -0.3580], [-0.0234, -0.4113, -0.2758], [0.1476, 0.3302, 0.8775], [1.2693, -0.3138, -0.3271], [-1.2796, 0.0767, -0.1958], [1.9009, -0.6920, -1.3859], [0.3717, 0.4288, -0.4161], [-0.4318, -0.7312, 0.3911], [-0.1509, -0.1561, 0.0167], [0.3098, -0.1640, 0.1322], [-0.1327, -0.5268, 0.2083], [-0.3063, 0.0054, 0.1013], [-0.2764, 0.0990, 0.2616], [-1.1238, 0.6319, 0.5962], [-0.3730, 0.0516, 0.2146], [-0.3084, 1.7396, -1.8774], [-0.4629, 1.2198, 0.5729], [1.6126, -1.4732, 0.2820], [-0.7418, 0.2226, -0.2453], [-1.1683, -0.4409, -0.2472], [0.7103, -0.2972, 0.5968], [0.7597, 0.3656, 0.4642], [-0.3312, 0.0783, -0.4638], [0.0664, -0.6501, 0.4766], [-0.0379, -0.8893, 0.2587], [0.7123, -0.4053, 0.7172], [-1.2362, 0.3478, -0.0886], [0.5234, 0.1497, 0.2446], [0.3423, 0.0126, -0.7536], [1.2898, 1.0981, -0.9443], [-1.3878, -1.1168, -2.0009], [0.8882, 0.1620, -0.3329], [1.5340, -1.2172, 0.8189], [-2.1472, 0.8302, -0.7586], [0.7996, 1.1128, 1.2182], [-0.9866, 1.7330, -0.1752], [-1.2127, -0.4069, 0.6557], [0.1005, -0.7135, -0.2262], [0.6826, -0.2169, 0.6370], [-0.1824, -0.1250, 0.3950], [0.5177, 0.5949, 0.7451], [0.4272, -1.4117, -1.8403], [-0.0708, -0.8123, 1.9507], [-0.3026, 0.4144, -0.1494], [-0.6105, -2.2924, -0.3441], [1.3771, 0.0338, 0.9012], [1.2426, -0.0972, -0.4053], [-1.4030, 0.1959, -0.5162], [0.2874, -0.2095, 0.5259], [0.6745, -0.6841, -0.7289], [0.3487, 0.7638, 3.0442], [0.2747, 0.6370, -0.7721], [-0.0163, 1.4009, 0.6960], [-0.0307, 0.0995, 0.3874], [-0.8530, 0.4728, -0.8733], [-0.2594, 0.0593, -0.1661], [0.2579, -0.3204, -0.3436], [-0.8929, 0.2177, -0.9931], [-0.5280, -0.3469, -0.4204], [0.2852, 0.4191, -1.6529], [-1.4880, -0.5992, 1.4218], [0.3452, 0.4979, 0.2421], [1.0940, -0.1702, -1.2941], [-0.4350, 0.3256, 0.2065], [-0.1243, -0.2033, 0.5342], [0.4298, -0.2137, 0.4922], [-1.7548, -0.2749, -0.9226], [-0.9914, 0.7407, -1.6593], [0.4416, -1.6677, 0.0508], [-0.0198, 1.1554, 2.9632], [0.8961, 0.8628, -0.0916], [1.7272, -1.5249, -0.1747], [-0.1810, 0.7517, -0.2517], [1.1291, -0.2233, -0.9986], [1.4297, -0.6453, -4.1626], [-0.0236, 1.4251, 1.4177], [-1.1398, -0.1830, 2.5538], [0.1414, 0.0160, 0.4895], [-0.9893, -0.3389, 0.8610], [-0.6371, -0.0464, -0.1787], [0.9868, -0.9022, -1.4752], [-2.0960, 1.9197, -1.2474], [0.2447, 0.2253, 0.3638], [2.1017, -2.6082, 0.6520], [-0.0750, -0.1177, 0.3127], [-1.3877, 1.4191, 1.3132], [0.3130, 0.0727, 0.0551], [0.4556, -1.1327, -0.9229], [0.2644, -0.3200, -0.8574], [-0.2503, 0.1382, 0.8495], [0.1832, 0.0255, -0.2414], [0.1131, 0.0910, 0.4841], [0.0335, 0.5512, 0.3278], [-0.7775, 0.6290, 0.4400]],
  "lowdin_charge": [-0.03, -0.18, 0.03, -0.61, 0.16, -0.04, -0.04, 0.08, 0.08, 0.07, 0.14, 0.09, 0.07, 0.10, 0.11, -0.07, -0.24, 0.02, -0.56, 0.10, 0.03, -0.04, 0.09, 0.08, 0.09, 0.13, 0.13, 0.05, 0.09, 0.10, -0.05, -0.18, 0.03, -0.55, 0.11, -0.04, -0.01, 0.08, 0.09, 0.04, 0.12, 0.12, 0.10, 0.11, 0.05, -0.05, -0.21, 0.04, -0.61, 0.13, -0.03, 0.01, 0.06, 0.07, 0.10, 0.12, 0.14, 0.05, 0.10, 0.09, -0.07, -0.15, -0.01, -0.60, 0.15, 0.00, -0.02, 0.11, 0.08, 0.08, 0.11, 0.07, 0.07, 0.05, 0.10, -0.05, -0.18, 0.03, -0.63, 0.09, 0.02, -0.04, 0.07, 0.10, 0.08, 0.10, 0.13, 0.10, 0.08, 0.08, 0.07, -0.44, 0.05, 0.08, 0.10, 0.09, 0.09, 0.05, -0.49, 0.09, 0.03, 0.06, 0.13, 0.10, 0.05, -0.45, 0.10, 0.02, 0.10, 0.08, 0.12, 0.06, -0.47, 0.04, 0.09, 0.08, 0.07, 0.11, 0.05, -0.42, 0.06, 0.06, 0.08, 0.09, 0.09],
  "homo_ev": -10.736,
  "charge": 0,
  "smiles": "C[N+](=O)[O-].C[N+](=O)[O-].C[N+](=O)[O-].C[N+](=O)[O-].C[N+](=O)[O-].CCOC(=O)OC.CCOC(=O)OC.CCOC(=O)OC.CCOC(=O)OC.CCOC(=O)OC.CCOC(=O)OC",
  "energy_ha": -3522.8041,
  "molar_mass_g_mol": 929.8,
  "homo_lumo_gap_ev": 10.755,
  "e_lumo_ev": 0.0
}